The following is a quantum chemistry calculation of a structure of composition C20H40CoO3SSi in a non-equilibrium geometry, from the OMol25 dataset.

Each line ends with the Löwdin charge.
Element x y z (Å)
C -1.44 -0.11 -2.36  -0.212
C 1.47 0.13 -2.58  -0.312
C -1.03 0.60 -3.48  -0.271
H -2.12 0.27 -1.58  0.137
C 1.34 1.52 -3.05  -0.263
H 2.53 -0.07 -2.32  0.113
H -0.36 0.14 -4.20  0.132
H 2.33 1.98 -3.25  0.113
C -1.18 2.07 -3.65  -0.139
H -1.96 2.46 -2.98  0.119
H -1.47 2.35 -4.68  0.110
C -0.60 -1.33 -2.05  -0.184
H -1.13 -2.20 -2.48  0.116
H -0.47 -1.55 -0.97  0.074
C 0.79 -1.22 -2.73  -0.189
H 0.76 -1.50 -3.82  0.124
H 1.50 -1.99 -2.32  0.119
C 0.31 2.58 -3.39  -0.181
H 0.73 3.17 -4.23  0.121
H 0.18 3.34 -2.60  0.110
Co 0.67 1.14 -1.45  0.328
H -1.97 -0.14 -3.43  0.141
C 0.77 -3.70 0.92  -0.026
C -0.03 -2.63 1.67  -0.617
C -1.52 -2.68 1.31  -0.022
C 0.14 -2.80 3.18  -0.030
O 0.53 -1.35 1.21  -0.180
Si 0.31 0.10 1.98  -0.090
S 0.18 1.68 0.59  0.472
O -1.11 0.07 2.80  -0.179
C -1.68 0.94 3.82  -0.633
C -2.20 2.22 3.18  -0.049
C -2.84 0.15 4.41  -0.044
C -0.68 1.23 4.93  -0.036
O 1.52 0.36 3.05  -0.165
C 2.94 0.56 2.83  -0.640
C 3.19 2.02 2.48  -0.046
C 3.63 0.20 4.14  -0.037
C 3.45 -0.37 1.73  -0.039
H 0.42 -4.70 1.23  0.090
H 1.84 -3.60 1.14  0.087
H 0.63 -3.59 -0.17  0.079
H -1.91 -3.69 1.53  0.095
H -2.07 -1.93 1.88  0.081
H -1.67 -2.48 0.24  0.070
H 1.18 -2.64 3.48  0.089
H -0.50 -2.09 3.73  0.075
H -0.15 -3.82 3.45  0.094
H -2.90 1.99 2.37  0.092
H -2.73 2.81 3.95  0.092
H -1.37 2.81 2.77  0.056
H -2.50 -0.77 4.90  0.085
H -3.36 0.75 5.17  0.087
H -3.58 -0.12 3.64  0.089
H -0.32 0.30 5.38  0.094
H 0.18 1.80 4.55  0.078
H -1.18 1.83 5.71  0.094
H 2.83 2.68 3.29  0.092
H 4.27 2.18 2.36  0.090
H 2.66 2.28 1.55  0.034
H 3.47 -0.85 4.41  0.086
H 4.72 0.35 4.04  0.087
H 3.29 0.84 4.98  0.089
H 3.21 -1.41 1.96  0.083
H 3.02 -0.10 0.76  0.072
H 4.54 -0.27 1.67  0.093

For the frontier orbital gap (alpha / beta), the calculation gives 6.30 / 8.27 eV. The spin multiplicity is 4. The value obtained for the relative energy (zero: lowest compared OMol25 entry of this formula, charge and spin) is 363.2 kJ/mol. As for the expectation value of S²: 3.778. The HOMO energy (alpha / beta) comes out at -5.799 / -7.984 eV.



The following is a quantum chemistry calculation of a cluster of 9 separate species, C20H40F3IN10O20PS in total in a non-equilibrium geometry, from the OMol25 dataset.

Each line ends with the Löwdin charge.
Element x y z (Å)
C 0.66 -0.55 1.48  -0.055
N 0.26 0.76 0.91  -0.141
C -0.88 1.28 1.70  -0.072
C -0.18 0.57 -0.44  -0.405
O -1.18 -0.05 -0.70  0.081
C 0.66 1.08 -1.61  -0.072
N 1.97 1.62 -1.36  -0.100
C 2.90 0.66 -0.85  -0.225
C 4.32 0.86 -1.35  -0.814
O 4.61 1.05 -2.46  0.033
I 5.89 0.67 0.14  0.750
C 2.04 3.01 -0.86  -0.461
C 2.71 3.16 0.51  -0.179
C 2.81 4.59 1.03  -0.126
C 3.11 4.57 2.49  -0.201
F 4.08 3.71 2.91  0.068
C 2.50 5.31 3.39  -0.301
F 1.36 5.98 3.21  0.132
F 2.94 5.46 4.65  0.097
P 3.08 3.99 -2.10  0.467
S 2.89 5.93 -2.19  0.215
C 0.63 3.69 -0.87  -0.729
O 0.06 3.80 0.22  -0.011
O 0.22 3.98 -2.01  -0.069
H 0.20 -1.38 0.95  0.077
H 0.32 -0.58 2.51  0.079
H 1.74 -0.67 1.51  0.070
H -1.62 0.50 1.86  0.080
H -1.34 2.11 1.18  0.074
H -0.47 1.64 2.64  0.084
H 0.78 0.17 -2.21  0.128
H 0.07 1.75 -2.22  0.129
H 2.90 0.51 0.23  0.071
H 2.64 -0.32 -1.27  0.130
H 2.12 2.57 1.21  0.117
H 3.72 2.74 0.53  0.056
H 1.89 5.15 0.91  0.114
H 3.63 5.15 0.58  0.103
H 4.40 3.60 -1.80  -0.022
H 2.80 3.37 -3.32  -0.010
C 2.65 10.36 -0.64  0.037
N 3.22 9.10 -1.20  -0.466
O 3.27 9.00 -2.40  0.014
O 3.59 8.28 -0.39  0.004
H 2.36 11.00 -1.46  0.087
H 1.79 10.08 -0.03  0.098
H 3.42 10.82 -0.03  0.092
C 1.16 4.03 7.32  0.049
N 0.94 2.56 7.27  -0.446
O 0.08 2.13 6.52  0.052
O 1.64 1.87 7.98  0.067
H 0.46 4.50 6.64  0.094
H 0.98 4.34 8.34  0.099
H 2.19 4.22 7.03  0.095
C -0.54 -3.03 -1.79  0.037
N 0.79 -3.69 -1.70  -0.439
O 1.75 -2.99 -1.43  0.064
O 0.84 -4.88 -1.89  0.050
H -0.42 -1.98 -1.59  0.063
H -0.91 -3.20 -2.79  0.063
H -1.18 -3.50 -1.05  0.097
C -3.15 -6.38 -4.02  0.049
N -3.17 -4.92 -3.75  -0.426
O -3.09 -4.55 -2.59  0.059
O -3.26 -4.17 -4.70  0.056
H -3.07 -6.91 -3.08  0.059
H -4.08 -6.63 -4.52  0.095
H -2.30 -6.58 -4.66  0.110
C -3.13 -7.18 0.57  0.061
N -2.57 -8.36 -0.14  -0.436
O -2.52 -8.32 -1.35  0.040
O -2.20 -9.29 0.54  0.077
H -3.41 -6.44 -0.17  0.088
H -3.99 -7.53 1.14  0.102
H -2.36 -6.81 1.23  0.104
C -1.34 -1.90 -5.72  0.044
N 0.09 -2.28 -5.78  -0.441
O 0.66 -2.52 -4.73  0.063
O 0.60 -2.35 -6.87  0.067
H -1.66 -1.90 -4.68  0.081
H -1.44 -0.92 -6.16  0.104
H -1.90 -2.64 -6.28  0.088
C -3.02 2.83 6.72  0.038
N -4.27 3.56 7.06  -0.456
O -4.18 4.57 7.72  0.059
O -5.31 3.09 6.64  0.061
H -2.18 3.36 7.16  0.072
H -3.10 1.83 7.14  0.103
H -2.93 2.79 5.64  0.106
C -3.38 -11.01 -3.47  0.045
N -4.47 -10.00 -3.43  -0.449
O -5.21 -10.00 -2.48  0.069
O -4.55 -9.24 -4.37  0.047
H -3.44 -11.61 -2.57  0.096
H -3.52 -11.61 -4.36  0.098
H -2.44 -10.46 -3.51  0.098

For the frontier orbital gap, the calculation gives 6.01 eV. The charge is -1. The HOMO energy comes out at -4.946 eV.



The following is a quantum chemistry calculation of a cluster of 5 separate species, C20H40F6O10 in total in a non-equilibrium geometry, from the OMol25 dataset.

Each line ends with the Löwdin charge.
Element x y z (Å)
C -0.19 -5.88 -3.55  -0.101
O -0.42 -5.01 -4.61  -0.187
C -1.42 -4.04 -4.45  -0.221
C -1.52 -3.07 -5.58  -0.183
O -0.65 -1.93 -5.39  -0.209
C -1.04 -0.80 -6.16  -0.106
H -1.14 -6.29 -3.19  0.090
H 0.38 -5.31 -2.82  0.091
H 0.37 -6.73 -3.95  0.093
H -1.09 -3.47 -3.58  0.118
H -2.44 -4.40 -4.27  0.128
H -2.54 -2.70 -5.67  0.117
H -1.35 -3.53 -6.56  0.134
H -1.57 -1.05 -7.08  0.084
H -0.18 -0.18 -6.43  0.086
H -1.74 -0.28 -5.50  0.074
C -2.50 4.86 -2.83  -0.016
O -1.58 4.78 -1.73  -0.038
C -0.45 5.63 -1.81  -0.091
C 0.07 5.98 -0.39  -0.132
O -0.75 7.04 0.04  -0.053
C -0.16 7.93 0.95  -0.025
H -2.06 4.46 -3.74  0.122
H -2.82 5.86 -3.14  0.114
H -3.43 4.38 -2.52  0.116
H -0.67 6.62 -2.20  0.145
H 0.24 5.09 -2.46  0.175
H 1.12 6.25 -0.41  0.146
H -0.02 5.08 0.22  0.157
H -0.24 7.48 1.94  0.123
H -0.84 8.79 0.98  0.112
H 0.85 8.26 0.73  0.117
C 4.34 -1.53 1.87  -0.083
O 3.97 -1.64 0.47  -0.162
C 3.22 -0.50 0.01  -0.199
C 3.10 -0.60 -1.51  -0.213
O 2.35 -1.76 -1.85  -0.178
C 1.86 -1.75 -3.19  -0.080
H 4.71 -0.53 2.09  0.076
H 5.02 -2.28 2.27  0.089
H 3.45 -1.55 2.49  0.075
H 3.67 0.47 0.21  0.118
H 2.22 -0.45 0.42  0.111
H 4.08 -0.55 -1.99  0.127
H 2.60 0.28 -1.93  0.100
H 1.05 -2.44 -3.41  0.072
H 2.67 -1.79 -3.93  0.095
H 1.49 -0.73 -3.28  0.060
C -1.04 1.54 -2.17  -0.064
C -1.23 0.44 -1.18  -0.221
O -0.90 0.97 0.09  -0.010
C -1.06 0.13 1.18  -0.286
O -1.64 -0.96 1.16  0.154
C -0.69 0.89 2.51  -0.410
F -1.51 0.57 3.59  0.124
F 0.60 0.55 2.87  0.116
F -0.60 2.23 2.26  0.118
H 0.01 1.82 -2.20  0.081
H -1.70 2.39 -2.04  0.055
H -1.24 1.17 -3.18  0.080
H -0.48 -0.34 -1.33  0.133
H -2.25 0.07 -1.34  0.139
C -0.35 -1.89 9.82  -0.044
C -0.47 -3.08 8.88  -0.216
O -0.17 -2.74 7.55  0.025
C -0.75 -3.29 6.51  -0.293
O -1.70 -4.13 6.61  0.085
C -0.32 -2.78 5.07  -0.561
F 0.67 -1.88 5.12  0.148
F 0.08 -3.76 4.29  0.186
F -1.26 -2.12 4.42  0.165
H -0.40 -2.26 10.85  0.087
H -1.14 -1.20 9.52  0.081
H 0.58 -1.36 9.60  0.079
H -1.40 -3.63 8.99  0.127
H 0.34 -3.80 9.01  0.134

For the frontier orbital gap (alpha / beta), the calculation gives 8.44 / 1.76 eV. The charge is +1. The spin multiplicity is 2. As for the expectation value of S²: 0.756. The HOMO energy (alpha / beta) comes out at -11.049 / -11.049 eV.



The following is a quantum chemistry calculation of a structure of composition C20H40N3O5PdSSi3, from the OMol25 dataset.

Each line ends with the Löwdin charge.
Element x y z (Å)
Pd -1.15 1.18 -0.16  0.921
C 0.42 3.92 -2.04  -0.171
Si 1.26 3.14 -0.56  0.378
C 3.10 3.55 -0.75  -0.182
C 0.65 4.11 0.95  -0.184
C 0.97 1.31 -0.30  -0.555
Si 1.59 0.26 -1.70  0.384
C 0.73 -1.41 -1.79  -0.169
C 1.41 1.05 -3.40  -0.179
C 3.45 -0.10 -1.52  -0.180
Si 1.50 0.69 1.34  0.433
C 3.13 1.31 2.06  -0.177
C 1.53 -1.18 1.54  -0.167
C 0.08 1.18 2.51  -0.275
C 0.11 1.33 3.89  -0.063
C -1.07 1.59 4.57  -0.075
C -2.26 1.69 3.87  -0.054
C -2.22 1.53 2.49  -0.093
N -1.08 1.29 1.84  -0.070
H 0.28 4.98 -1.82  0.034
H -0.56 3.50 -2.25  0.007
H 1.04 3.83 -2.94  0.019
H 3.22 4.64 -0.78  0.026
H 3.48 3.15 -1.69  0.014
H 3.73 3.16 0.06  0.007
H 0.92 5.16 0.84  0.026
H 1.07 3.75 1.90  0.011
H -0.44 4.05 1.02  0.028
H -0.35 -1.27 -1.68  0.014
H 1.07 -2.09 -1.00  0.010
H 0.92 -1.88 -2.76  0.038
H 0.40 1.41 -3.55  0.022
H 1.64 0.30 -4.16  0.029
H 2.11 1.88 -3.54  0.019
H 3.69 -0.65 -0.60  0.009
H 4.02 0.83 -1.51  0.015
H 3.80 -0.70 -2.36  0.026
H 3.96 1.07 1.39  0.025
H 3.32 0.84 3.02  0.024
H 3.12 2.39 2.21  0.020
H 2.34 -1.66 0.99  0.025
H 0.58 -1.61 1.19  0.011
H 1.65 -1.42 2.60  0.034
H 1.05 1.24 4.42  0.101
H -1.06 1.72 5.65  0.101
H -3.20 1.89 4.36  0.102
H -3.11 1.58 1.87  0.109
O -3.96 1.19 -2.82  -0.329
S -3.03 1.74 -1.86  0.294
O -3.21 1.12 -0.46  -0.474
O -1.60 1.20 -2.16  -0.477
O -3.02 3.19 -1.78  -0.357
C -1.11 -3.47 2.36  -0.062
N -1.26 -3.61 0.93  -0.098
C -0.99 -4.92 0.37  -0.176
C -0.78 -4.80 -1.12  -0.159
C -2.00 -4.13 -1.74  -0.174
N -2.33 -2.91 -1.04  -0.088
C -3.11 -1.93 -1.78  -0.032
C -1.96 -2.64 0.25  -0.500
O -2.25 -1.56 0.76  0.021
H -0.07 -3.65 2.65  0.080
H -1.75 -4.18 2.90  0.086
H -1.39 -2.46 2.65  0.081
H -1.81 -5.62 0.59  0.123
H -0.10 -5.31 0.86  0.118
H -0.62 -5.78 -1.56  0.112
H 0.10 -4.18 -1.31  0.100
H -2.85 -4.83 -1.74  0.121
H -1.79 -3.88 -2.78  0.122
H -2.56 -1.58 -2.65  0.091
H -3.33 -1.08 -1.14  0.058
H -4.05 -2.38 -2.11  0.093

For the frontier orbital gap, the calculation gives 7.89 eV. The charge is -1. The value obtained for the relative energy (zero: lowest compared OMol25 entry of this formula, charge and spin) is 0.0 kJ/mol. The HOMO energy comes out at -5.381 eV.



The following is a quantum chemistry calculation of a structure of composition C20H40NOP3PtS in a non-equilibrium geometry, from the OMol25 dataset.

Each line ends with the Löwdin charge.
Element x y z (Å)
Pt -1.15 0.43 0.37  0.802
P -0.36 1.45 2.39  0.749
P -3.44 0.87 0.07  0.728
P -0.24 1.76 -1.25  0.617
H 5.25 -5.30 -2.69  0.136
C 5.77 -4.34 -2.73  0.198
C 6.39 -3.81 -1.66  0.186
H 6.45 -4.32 -0.69  0.137
C -0.15 0.40 3.87  -0.202
C -1.46 2.82 2.86  -0.200
C 1.31 2.14 2.17  -0.214
C -4.03 0.11 -1.48  -0.206
C -4.63 0.27 1.32  -0.212
C -3.89 2.64 -0.03  -0.199
C 1.57 1.71 -1.47  -0.198
C -0.54 3.54 -0.98  -0.208
C -0.92 1.49 -2.92  -0.206
H 5.86 -3.87 -3.72  0.129
H 6.93 -2.86 -1.75  0.123
H 0.40 -0.51 3.57  0.068
H -1.12 0.12 4.29  0.053
H 0.44 0.96 4.62  0.090
H -2.49 2.45 3.00  0.052
H -1.46 3.60 2.09  0.049
H -1.12 3.27 3.81  0.092
H 1.96 1.34 1.78  0.041
H 1.69 2.47 3.15  0.086
H 1.29 2.99 1.48  0.054
H -5.08 0.38 -1.64  0.089
H -3.95 -0.98 -1.38  0.067
H -3.42 0.44 -2.33  0.033
H -5.66 0.44 0.98  0.097
H -4.48 0.82 2.26  0.059
H -4.48 -0.80 1.51  0.047
H -4.61 2.79 -0.84  0.084
H -3.01 3.27 -0.21  0.014
H -4.35 2.95 0.92  0.072
H 1.83 2.57 -2.10  0.083
H 1.86 0.78 -1.98  0.052
H 2.10 1.77 -0.51  0.050
H 0.29 4.08 -1.46  0.080
H -0.56 3.81 0.08  0.032
H -1.47 3.85 -1.46  0.062
H -0.24 1.99 -3.63  0.086
H -1.92 1.92 -3.01  0.061
H -0.95 0.42 -3.14  0.061
C 2.04 -1.47 -0.13  -0.394
C 1.47 -2.00 -1.35  -0.005
C 2.27 -2.34 -2.43  -0.022
C 3.65 -2.14 -2.37  -0.035
C 4.24 -1.77 -1.15  -0.042
C 3.47 -1.47 -0.04  0.070
O 1.33 -0.96 0.80  -0.039
H -0.09 -0.06 -0.87  0.022
H 0.40 -2.06 -1.43  0.086
H 1.80 -2.73 -3.33  0.138
H 4.28 -2.35 -3.24  0.119
H 5.32 -1.76 -1.07  0.101
H 3.90 -1.15 0.91  0.146
S -2.43 -3.00 3.16  1.179
C -1.63 -3.64 1.75  -0.282
C -1.30 -2.63 0.88  -0.198
N -1.65 -1.38 1.35  -0.252
C -2.29 -1.43 2.51  -0.523
H -1.45 -4.69 1.60  0.101
H -0.81 -2.72 -0.07  0.086
H -2.73 -0.56 3.00  0.071

For the frontier orbital gap (alpha / beta), the calculation gives 8.42 / 4.86 eV. The charge is +4. The spin multiplicity is 5. The value obtained for the relative energy (zero: lowest compared OMol25 entry of this formula, charge and spin) is 1.8 kJ/mol. As for the expectation value of S²: 6.055. The HOMO energy (alpha / beta) comes out at -19.544 / -20.317 eV.



The following is a quantum chemistry calculation of a structure of composition C20H40P2PtSi in a non-equilibrium geometry, from the OMol25 dataset.

Each line ends with the Löwdin charge.
Element x y z (Å)
P -0.23 -1.78 -2.24  0.907
P 0.31 1.57 -2.45  0.999
C -0.52 -0.78 -3.79  -0.319
C 0.49 0.33 -3.97  -0.259
H -1.52 -0.35 -3.73  0.092
H -0.54 -1.48 -4.66  0.122
H 1.50 -0.09 -3.95  0.083
H 0.38 0.88 -4.93  0.116
C -0.80 2.75 -3.36  -0.191
H -1.15 3.54 -2.68  0.065
H -1.68 2.30 -3.85  0.067
H -0.22 3.26 -4.14  0.064
C 1.71 2.67 -2.80  -0.193
H 1.59 3.05 -3.81  0.057
H 2.69 2.19 -2.78  0.069
H 1.70 3.53 -2.14  0.071
C -1.52 -3.00 -2.45  -0.169
H -1.51 -3.66 -1.58  0.075
H -1.30 -3.56 -3.36  0.081
H -2.49 -2.49 -2.55  0.079
C 1.32 -2.64 -2.70  -0.186
H 2.19 -1.97 -2.85  0.064
H 1.15 -3.18 -3.66  0.094
H 1.57 -3.35 -1.91  0.037
Pt 1.44 -1.83 0.83  0.815
C -0.31 2.69 -0.75  -0.283
C -1.68 2.51 -0.52  -0.093
C -2.46 1.35 -1.09  -0.198
C -1.99 -0.01 -0.57  -0.152
C -0.58 -0.60 -0.87  -0.396
C 0.92 0.01 -0.98  -0.327
C 1.61 1.02 -0.06  -0.253
C 0.72 2.21 0.35  -0.142
C 0.20 -3.91 2.95  -0.087
H -0.04 3.74 -1.07  0.133
H -2.27 3.24 0.12  0.156
H -2.52 1.40 -2.21  0.095
H -3.51 1.49 -0.75  0.138
H -2.02 0.08 0.53  0.124
H -2.78 -0.75 -0.79  0.130
H -0.56 -1.41 -0.05  0.053
H 1.67 -0.67 -1.48  0.048
H 2.52 1.41 -0.61  0.128
H 2.09 0.57 0.86  0.100
H 0.28 1.93 1.32  0.119
H 1.38 3.06 0.61  0.130
H 1.13 -4.27 3.43  0.114
H -0.01 -4.59 2.12  0.079
H -0.62 -3.93 3.66  0.096
C -1.22 0.63 4.37  -0.185
Si 0.40 -0.33 4.43  0.499
C 1.81 0.86 4.69  -0.182
C 0.19 -1.27 6.07  -0.177
C 0.64 -1.29 2.78  -0.216
C 0.44 -2.56 2.44  -0.420
H -1.72 0.63 5.36  0.051
H -1.90 0.17 3.63  0.022
H -1.03 1.68 4.08  0.027
H 2.12 0.86 5.74  0.045
H 2.67 0.59 4.06  0.028
H 1.48 1.87 4.42  0.033
H -0.86 -1.57 6.22  0.037
H 0.82 -2.16 6.19  0.034
H 0.43 -0.58 6.90  0.050

For the frontier orbital gap (alpha / beta), the calculation gives 5.56 / 5.83 eV. The charge is +2. The spin multiplicity is 5. The value obtained for the relative energy (zero: lowest compared OMol25 entry of this formula, charge and spin) is 274.9 kJ/mol. As for the expectation value of S²: 6.028. The HOMO energy (alpha / beta) comes out at -12.088 / -14.844 eV.